[1]
DFT (wB97M-V/def2-TZVPD) results for 5 unconnected molecules or ions with the total composition C7H22FO7 at a distorted geometry.

Geometry (Å):
F  0.089  -0.030  -0.170
C  -3.303  -0.135  0.992
O  -2.558  0.921  0.431
H  -3.564  -0.873  0.221
H  -2.768  -0.713  1.756
H  -4.228  0.191  1.470
H  -1.730  0.503  0.137
C  0.585  -3.560  -0.034
C  -0.151  -3.225  -1.325
O  -1.221  -2.347  -1.076
O  1.402  -2.486  0.399
H  1.232  -4.434  -0.164
H  -0.111  -3.877  0.750
H  -0.505  -4.132  -1.826
H  0.538  -2.805  -2.070
H  -0.867  -1.529  -0.688
H  0.880  -1.664  0.333
C  1.978  1.367  -2.929
C  0.998  2.367  -2.336
O  -0.316  1.838  -2.137
O  2.544  0.542  -1.914
H  2.727  1.959  -3.460
H  1.530  0.656  -3.630
H  0.911  3.256  -2.968
H  1.373  2.696  -1.362
H  -0.211  1.254  -1.354
H  1.829  0.191  -1.356
C  0.130  1.064  3.289
C  0.344  2.203  2.290
O  1.342  1.949  1.297
O  -0.165  -0.177  2.678
H  -0.762  1.321  3.869
H  1.029  1.017  3.908
H  0.582  3.094  2.879
H  -0.517  2.464  1.660
H  0.975  1.251  0.724
H  -0.039  -0.120  1.717

Summary:
* energy relative to the best compared isomer or geometry (same formula, charge and spin): 32.11 kJ/mol
* frontier orbital gap: 10.10 eV
* charge: -1
* HOMO level: -6.57 eV
* LUMO level: 3.53 eV



[2]
DFT (wB97M-V/def2-TZVPD) results for a molecular structure, C7H23CuHfNO9S at a distorted geometry.

Geometry (Å):
Hf  -27.472  -24.585  6.851
Cu  -25.874  -26.616  10.028
S  -26.768  -26.539  3.987
O  -27.007  -25.282  3.298
O  -27.217  -26.171  5.427
O  -27.476  -27.627  3.387
O  -25.350  -26.850  4.113
C  -26.233  -23.869  10.888
C  -25.409  -23.380  9.707
C  -23.923  -23.762  9.985
O  -25.937  -23.789  8.484
H  -26.156  -24.965  10.972
H  -27.287  -23.615  10.754
H  -25.920  -23.327  11.778
H  -25.409  -22.292  9.827
H  -23.684  -23.520  11.018
H  -23.400  -23.058  9.338
H  -23.665  -24.782  9.695
O  -27.166  -26.316  8.206
H  -27.639  -27.071  8.577
C  -27.351  -30.690  7.911
C  -26.286  -30.217  8.904
C  -25.192  -31.265  9.181
O  -25.772  -32.435  9.757
C  -25.529  -33.649  9.098
N  -25.718  -28.911  8.560
H  -27.910  -31.469  8.431
H  -26.930  -30.874  6.924
H  -28.167  -29.974  7.768
H  -26.687  -30.025  9.903
H  -24.406  -30.908  9.847
H  -24.753  -31.487  8.203
H  -24.450  -33.807  9.018
H  -25.926  -33.717  8.081
H  -26.005  -34.409  9.715
H  -26.515  -28.418  8.178
H  -25.146  -28.989  7.722
O  -24.559  -26.429  6.771
H  -24.547  -27.294  7.177
H  -25.020  -26.567  5.924
O  -29.463  -25.942  6.526
H  -29.638  -26.047  5.578
H  -30.187  -26.406  6.965

Summary:
* energy relative to the best compared isomer or geometry (same formula, charge and spin): 142.78 kJ/mol
* frontier orbital gap: 4.40 eV
* charge: +1
* HOMO level: -11.35 eV
* LUMO level: -6.95 eV



[3]
DFT (wB97M-V/def2-TZVPD) results for 2 unconnected molecules or ions with the total composition C7H23N2OSi2 at a distorted geometry.

Geometry (Å):
C  0.559  -1.408  3.072
C  -0.726  -2.306  1.059
C  2.771  0.774  -1.531
C  -1.799  2.886  -0.456
C  -0.793  1.778  -0.688
C  -0.370  -1.078  1.823
C  0.255  0.019  0.956
N  -1.927  3.003  1.008
N  -0.899  0.703  0.249
O  0.891  -1.425  -1.729
Si  0.223  -2.134  -3.122
Si  2.073  -0.832  -0.800
H  1.423  -2.027  2.800
H  0.012  -1.793  3.858
H  0.853  -0.387  3.462
H  -1.093  -3.011  1.715
H  -1.399  -2.217  0.232
H  0.192  -2.725  0.622
H  3.006  1.615  -0.880
H  3.768  0.557  -1.938
H  2.025  0.977  -2.288
H  -1.392  3.809  -0.917
H  -2.811  2.573  -0.858
H  0.329  2.237  -0.857
H  -1.038  1.234  -1.640
H  -1.236  -0.570  2.205
H  0.839  0.684  1.569
H  -2.825  2.820  1.411
H  -1.317  3.730  1.454
H  -1.404  -0.148  0.022
H  -1.432  1.280  0.962
H  0.168  -0.836  -4.050
H  -1.195  -2.684  -2.886
H  1.225  -3.183  -3.365
H  3.046  -1.914  -0.472

Summary:
* energy relative to the best compared isomer or geometry (same formula, charge and spin): 278.05 kJ/mol
* frontier orbital gap: 9.19 eV
* charge: +1
* HOMO level: -11.85 eV
* LUMO level: -2.66 eV



[4]
DFT (wB97M-V/def2-TZVPD) results for 6 unconnected molecules or ions with the total composition C7H23NO5 at a distorted geometry.

Geometry (Å):
C  -1.603  -3.772  0.050
C  -2.021  -2.564  0.379
C  -1.174  -1.533  0.966
C  -0.532  -1.709  2.138
C  -1.114  -0.209  0.237
C  -1.041  -0.374  -1.274
C  0.352  -0.845  -1.767
N  1.439  0.100  -1.485
H  -0.573  -4.091  0.222
H  -2.248  -4.541  -0.367
H  -3.077  -2.236  0.218
H  0.087  -0.928  2.582
H  -0.590  -2.584  2.716
H  -0.219  0.379  0.572
H  -2.010  0.379  0.503
H  -1.299  0.635  -1.716
H  -1.804  -1.049  -1.624
H  0.570  -1.815  -1.327
H  0.341  -0.982  -2.852
H  1.960  -0.220  -0.671
H  1.122  1.025  -1.247
O  1.117  2.316  -3.529
H  0.886  2.445  -2.611
H  1.513  1.438  -3.428
O  0.547  2.978  -0.533
H  0.619  3.928  -0.755
H  -0.249  2.887  0.007
O  -1.160  2.555  1.473
H  -0.322  2.236  1.843
H  -1.410  3.303  2.024
O  2.341  -0.518  1.376
H  1.742  -1.229  1.588
H  3.187  -0.752  1.797
O  1.421  1.959  1.807
H  1.802  1.064  1.730
H  1.402  2.324  0.962

Summary:
* energy relative to the best compared isomer or geometry (same formula, charge and spin): 84.67 kJ/mol
* structure (SMILES): C=CC(=C)CCCN.O.O.O.O.O
* frontier orbital gap: 9.31 eV
* HOMO level: -9.03 eV
* LUMO level: 0.28 eV



[5]
DFT (wB97M-V/def2-TZVPD) results for 8 unconnected molecules or ions with the total composition C7H24ClO13 at a distorted geometry.

Geometry (Å):
Cl  26.203  -4.070  15.861
O  26.973  -5.153  15.310
O  25.548  -4.516  17.074
O  27.135  -2.982  16.090
O  25.170  -3.670  14.869
O  30.090  -4.307  15.516
H  29.620  -4.854  16.146
H  29.441  -3.668  15.222
O  25.533  -7.414  18.403
H  26.125  -7.145  19.105
H  25.857  -6.955  17.627
O  23.018  -1.888  15.958
H  23.672  -2.099  15.292
H  22.883  -2.709  16.431
C  26.796  -1.173  10.871
C  26.735  -1.374  12.460
C  28.042  -0.843  13.034
O  27.661  -0.201  14.241
C  26.355  0.111  14.148
O  25.694  0.722  15.021
O  25.837  -0.374  13.011
H  27.685  -0.645  10.527
H  25.849  -1.062  10.344
H  27.076  -2.152  10.481
H  26.451  -2.393  12.721
H  28.559  -0.144  12.377
H  28.788  -1.621  13.199
C  25.581  -1.653  18.696
O  25.501  -0.554  19.632
H  26.099  -2.493  19.159
H  24.648  -2.146  18.421
H  26.129  -1.329  17.811
H  24.731  -0.024  19.418
C  25.971  -6.937  11.977
O  27.184  -6.478  12.533
H  25.279  -7.120  12.799
H  25.635  -6.204  11.243
H  26.036  -7.924  11.519
H  27.018  -6.109  13.404
C  22.871  -6.759  15.269
O  23.508  -6.710  16.509
H  23.651  -6.738  14.508
H  22.244  -7.645  15.376
H  22.293  -5.835  15.261
H  23.859  -5.819  16.578

Summary:
* expectation value of S²: 0.76
* frontier orbital gap (alpha / beta): 10.64 / 2.99 eV
* spin multiplicity: 2
* HOMO level (alpha / beta): -10.59 / -10.27 eV
* LUMO level (alpha / beta): 0.05 / -7.28 eV



[6]
DFT (wB97M-V/def2-TZVPD) results for a molecular structure, C7H24CuN4O5 at a distorted geometry.

Geometry (Å):
O  3.035  1.356  -1.193
H  3.772  1.832  -1.612
Cu  0.867  0.257  -0.188
N  -0.942  -0.373  -0.467
N  0.968  -0.572  -1.934
O  -1.972  0.054  0.335
O  2.072  -0.498  -2.762
C  -1.282  -0.903  -1.647
C  -0.141  -1.049  -2.497
C  -2.671  -1.275  -2.021
C  -0.158  -1.581  -3.885
H  -3.403  -0.811  -1.353
H  -2.810  -2.366  -1.979
H  -2.881  -0.961  -3.051
H  0.783  -2.098  -4.105
H  -0.293  -0.767  -4.614
H  -0.994  -2.279  -4.013
H  -1.572  0.094  1.340
H  2.668  0.146  -2.266
O  -0.520  -2.635  1.542
H  -0.595  -2.371  0.604
H  -0.113  -3.518  1.542
C  1.878  2.284  -1.041
H  2.145  2.976  -0.226
H  0.870  1.830  -0.841
H  1.771  2.860  -1.972
O  -2.811  2.927  1.924
H  -2.688  2.709  0.983
H  -1.904  2.945  2.279
N  -1.144  -0.167  2.741
C  0.043  0.459  3.325
C  1.333  -0.160  2.813
N  1.771  0.489  1.547
H  -1.024  -1.191  2.664
H  -1.978  0.042  3.288
H  0.010  1.540  3.132
H  0.027  0.338  4.417
H  2.122  -0.011  3.561
H  1.213  -1.233  2.624
H  1.833  1.500  1.699
H  2.716  0.181  1.305

Summary:
* expectation value of S²: 0.76
* frontier orbital gap (alpha / beta): 4.56 / 6.48 eV
* spin multiplicity: 2
* HOMO level (alpha / beta): -4.41 / -6.34 eV
* LUMO level (alpha / beta): 0.14 / 0.14 eV



| no. | total energy (eV) |
| --- | --- |
| 1 | -24667.2703 |
| 2 | -84319.9208 |
| 3 | -28407.6132 |
| 4 | -19359.0792 |
| 5 | -46774.3855 |
| 6 | -68481.1266 |